This record from the OMol25 dataset describes a molecular structure, C29H19Cl3N8NiO4S. The level of theory is wB97M-V/def2-TZVPD.

Cartesian coordinates (Å):
Ni: -0.035119 -0.076087 0.280465
N: -2.287887 1.350782 -2.987263
C: -1.604443 0.553949 -2.168925
N: -1.043926 0.955326 -1.072908
C: -1.144989 2.290133 -0.677845
N: -0.608829 2.695999 0.430724
N: -0.005133 1.622508 1.057118
C: 0.715239 1.783370 2.095501
C: 1.323781 0.545147 2.607967
C: 2.219037 0.498751 3.653492
C: 2.770893 -0.733808 3.995888
C: 2.397786 -1.860819 3.291854
C: 1.482225 -1.734469 2.251313
N: 0.963454 -0.561815 1.921508
C: -1.870516 3.213198 -1.544443
C: -2.010900 4.571744 -1.246945
C: -2.704948 5.396071 -2.103202
C: -3.271838 4.877380 -3.270792
C: -3.145656 3.541205 -3.581590
C: -2.441672 2.712341 -2.712341
H: -2.682773 0.965044 -3.830305
H: -1.509781 -0.490855 -2.443334
H: 0.885942 2.765582 2.523741
H: 2.496937 1.405774 4.172391
H: 3.494538 -0.803809 4.796377
H: 2.816860 -2.830008 3.520364
H: 1.177250 -2.581363 1.650365
H: -1.564741 4.950164 -0.338114
H: -2.811443 6.447001 -1.873889
H: -3.815976 5.528800 -3.941130
H: -3.584151 3.137297 -4.485500
Cl: -3.425350 -6.416738 0.660436
C: -2.424193 -5.032812 0.345222
C: -2.863328 -3.774563 0.710185
C: -2.055037 -2.686191 0.439538
Cl: -2.607138 -1.098472 0.923926
C: -0.806630 -2.779530 -0.199694
O: -0.031943 -1.764971 -0.502588
C: -0.405443 -4.091943 -0.519205
Cl: 1.146985 -4.310600 -1.253576
C: -1.192277 -5.198729 -0.263736
H: -3.817597 -3.641571 1.199132
H: -0.838198 -6.183646 -0.533034
O: 7.741809 -3.346471 0.690321
S: 8.908419 -2.486363 0.733999
O: 9.427889 -2.228755 2.063795
O: 9.902570 -2.741784 -0.288159
C: 8.258130 -0.855006 0.262824
N: 9.118024 0.171905 0.212624
C: 8.611666 1.354049 -0.084653
C: 7.258056 1.564504 -0.324870
C: 6.458333 0.439345 -0.259189
N: 6.956898 -0.758457 0.022097
C: 4.978689 0.455878 -0.439176
C: 4.298968 -0.754857 -0.540922
C: 2.919692 -0.752181 -0.607765
N: 2.186919 0.365893 -0.547365
C: 2.843395 1.525237 -0.495104
C: 4.221567 1.623067 -0.456709
H: 9.312324 2.182680 -0.128627
H: 6.879285 2.549549 -0.557239
H: 4.864370 -1.677781 -0.533524
H: 2.360627 -1.678928 -0.667795
H: 2.234798 2.425171 -0.459973
H: 4.682396 2.599035 -0.392839

Forces on the atoms, in the same order (eV/Å):
0.10 0.21 0.17
0.02 0.09 0.01
0.05 -0.19 -0.08
0.18 -0.11 0.42
-0.06 0.18 -0.02
0.06 -0.37 -0.09
0.00 -0.02 -0.19
0.09 -0.16 0.12
-0.11 0.21 -0.04
0.06 -0.06 0.02
0.01 0.05 0.02
-0.04 -0.01 -0.03
0.06 -0.01 0.00
-0.29 0.12 -0.32
0.07 -0.07 0.04
0.01 0.00 0.02
-0.01 0.00 -0.02
0.00 0.03 0.02
0.01 -0.03 0.01
-0.02 -0.04 -0.05
-0.01 0.00 0.00
0.03 0.00 0.05
-0.03 -0.05 0.06
0.01 -0.01 0.00
0.00 0.00 0.00
0.00 0.00 -0.01
0.00 0.00 0.00
0.00 0.00 0.00
0.00 0.00 0.00
0.00 0.00 0.01
0.01 -0.01 0.00
0.03 0.02 0.00
-0.05 0.00 0.02
0.00 -0.05 0.00
0.08 0.16 -0.01
-0.28 -0.17 0.08
-0.03 0.03 0.09
-0.11 0.19 -0.09
-0.02 -0.05 -0.01
0.00 0.01 -0.01
0.05 -0.02 -0.02
0.01 0.02 0.00
0.00 0.00 0.00
0.03 0.01 0.01
0.03 -0.12 -0.01
-0.02 0.01 0.00
-0.02 0.00 0.02
-0.06 0.23 -0.04
-0.03 -0.11 0.01
0.02 0.02 0.00
0.02 0.01 -0.04
-0.13 0.03 0.03
0.09 -0.07 0.07
0.03 0.02 -0.04
0.02 -0.05 -0.03
0.03 0.07 0.09
0.12 0.05 -0.25
-0.03 -0.03 -0.02
0.02 0.00 0.09
0.00 0.00 -0.01
0.00 0.00 -0.01
0.00 0.01 0.01
-0.01 0.00 -0.06
-0.01 0.00 -0.02
0.02 0.00 0.00

Summary:
relative energy (zero: lowest compared OMol25 entry of this formula, charge and spin): 6.0 kcal per mole
electronic energy: -5142.61641 hartree
E_HOMO (alpha / beta): -6.93 / -6.93 eV
frontier orbital gap (alpha / beta): 4.57 / 4.57 eV

=====

This record from the OMol25 dataset describes a molecular structure, C29H19ClCrNO3 in a non-equilibrium geometry. The level of theory is wB97M-V/def2-TZVPD.

Cartesian coordinates (Å):
O: -1.423064 2.769332 5.838346
C: -1.226581 2.981126 4.710690
Cr: -0.562451 3.242615 2.949942
C: 0.328855 1.620569 3.279648
O: 0.915282 0.659611 3.580711
C: 0.936283 4.014527 3.828258
O: 1.824528 4.322460 4.515225
C: -1.674178 4.952199 2.184535
C: -2.534310 3.857461 2.311436
C: -2.196919 2.627595 1.727011
C: -1.047720 2.499598 0.907472
C: -0.633672 1.249945 0.290717
C: -0.223158 0.139642 -0.035790
C: 0.227775 -1.173875 -0.178690
C: 1.646456 -1.381497 0.095139
C: 2.508997 -0.251474 0.118966
C: 3.858943 -0.349405 0.454752
C: 4.414446 -1.590560 0.796205
C: 3.596481 -2.719920 0.797566
C: 2.251919 -2.609392 0.444396
C: -0.818866 -2.185541 -0.261417
C: -2.139388 -1.772396 -0.581109
C: -3.204658 -2.667877 -0.641720
C: -3.006493 -4.028062 -0.367475
C: -1.729112 -4.463730 -0.013007
C: -0.673474 -3.555456 0.051107
C: -0.147869 3.588783 0.892395
C: -0.487728 4.820472 1.460211
H: -1.904613 5.896337 2.672841
H: -3.452389 3.953533 2.890021
H: -2.832215 1.753446 1.899017
H: 2.063893 0.723499 -0.061774
H: 4.474348 0.548541 0.505953
H: 5.464300 -1.678731 1.069480
H: 3.990791 -3.689363 1.121023
H: 1.652527 -3.500025 0.528187
H: -2.313016 -0.707482 -0.714017
H: -4.208106 -2.297779 -0.849094
H: -3.832757 -4.734485 -0.413948
H: -1.558036 -5.508700 0.267285
H: 0.262189 -3.917596 0.444681
H: 0.827233 3.448740 0.416683
H: 0.196363 5.661002 1.363912
Cl: 0.299383 -0.894333 -7.414600
C: 0.251648 -0.932524 -5.702213
C: -0.040462 -2.132659 -5.037969
C: -0.068195 -2.103318 -3.636451
N: 0.189720 -1.001085 -2.935256
C: 0.451886 0.140353 -3.567794
C: 0.501549 0.236113 -4.966692
H: -0.244546 -3.052126 -5.577355
H: -0.306137 -2.999033 -3.062967
H: 0.631647 1.011576 -2.938057
H: 0.722668 1.179349 -5.456416

Forces on the atoms, in the same order (eV/Å):
0.38 0.90 -3.99
-0.65 -1.34 4.69
0.26 0.59 1.50
2.13 -3.34 1.05
-1.89 2.93 -1.09
3.98 0.84 2.87
-3.14 -0.78 -2.60
-0.65 0.90 -0.57
-0.29 0.39 0.21
-0.74 -1.38 -0.85
0.40 -0.54 -0.35
-0.03 -0.64 0.10
-0.86 1.89 0.70
0.80 -0.44 0.63
0.36 0.12 0.12
0.39 0.11 0.28
-0.60 0.04 -0.01
-0.14 -0.05 -0.12
-0.38 0.05 -0.03
0.32 -0.44 0.24
0.68 -0.28 0.14
-2.06 -0.03 -0.39
0.35 0.88 0.09
-1.06 0.46 -0.51
2.06 0.33 0.49
-0.27 -1.47 0.33
0.79 -0.54 -1.42
0.12 0.52 0.12
-0.01 -0.21 -0.11
0.30 -0.10 -0.05
0.18 0.41 -0.24
0.29 -0.12 -0.15
-0.18 -0.23 -0.14
-0.24 0.09 -0.05
-0.17 0.42 -0.24
0.67 0.19 -0.11
-0.07 -0.28 -0.22
0.31 -0.10 -0.05
0.12 0.19 0.02
-0.04 0.45 -0.15
-0.59 -0.13 -0.31
-0.49 0.19 -0.01
-0.10 -0.20 0.17
-0.01 0.01 0.03
0.01 -0.04 0.54
0.10 0.48 0.58
0.06 0.04 -0.76
-0.36 -0.16 -0.06
-0.01 -0.05 -0.60
-0.13 -0.55 0.53
0.05 0.20 0.03
0.08 0.10 -0.21
-0.01 -0.11 -0.16
-0.03 -0.20 0.06

Summary:
electronic energy: -2900.89909 hartree
multiplicity: 4
charge: +2
expectation value of S²: 3.81
E_HOMO (alpha / beta): -12.94 / -14.34 eV
frontier orbital gap (alpha / beta): 6.93 / 4.07 eV

=====

This record from the OMol25 dataset describes a molecular structure, C29H20ClF10IN5NaOS2 in a non-equilibrium geometry. The level of theory is wB97M-V/def2-TZVPD.

Cartesian coordinates (Å):
Na: 0.226879 -1.165203 1.065561
C: 2.760379 -1.551003 3.023761
N: 2.148679 -0.460103 2.296961
C: 3.021479 0.096397 1.284261
C: 3.114779 -0.786303 0.032461
N: 1.934179 -0.697903 -0.780039
C: 1.881779 0.088997 -1.813339
C: 2.830479 1.051297 -2.325339
F: 3.947279 1.395197 -1.605139
C: 2.669779 1.720897 -3.516839
F: 3.620879 2.598597 -3.933539
C: 1.557179 1.514597 -4.322639
F: 1.409779 2.156997 -5.520739
C: 0.575879 0.643997 -3.851639
F: -0.538121 0.446897 -4.610239
C: 0.720679 -0.000203 -2.654139
F: -0.296021 -0.804503 -2.244239
C: 1.597179 0.523697 3.208561
C: 0.112779 0.245297 3.455861
N: -0.626821 0.631097 2.284361
C: -0.862221 1.890597 2.070461
C: -0.585921 3.046897 2.811761
F: 0.091579 3.007997 4.016561
C: -0.951021 4.329697 2.384361
F: -0.569721 5.383297 3.152461
C: -1.633321 4.592197 1.238361
F: -2.007021 5.879997 0.926961
C: -2.142821 3.510897 0.370761
F: -3.548521 3.450097 0.429561
C: -1.487121 2.163797 0.730061
F: -2.346421 1.142897 0.390761
H: 2.108479 -1.851803 3.840461
H: 3.745979 -1.269803 3.445461
H: 2.897079 -2.413403 2.375661
H: 4.039479 0.276797 1.686061
H: 2.615979 1.057797 0.956861
H: 3.209079 -1.834803 0.329061
H: 4.031879 -0.522603 -0.512539
H: 1.665379 1.512297 2.752061
H: 2.154179 0.553997 4.157161
H: -0.223121 0.764697 4.359461
H: -0.041821 -0.821803 3.588261
Cl: -3.603921 -7.131003 0.140161
C: -2.550821 -5.883203 0.766861
C: -2.576421 -5.612603 2.116661
C: -1.786621 -4.595403 2.606661
I: -1.762921 -4.144603 4.671061
C: -0.968221 -3.757003 1.824461
O: -0.307221 -2.806303 2.300561
C: -0.916921 -4.117003 0.418661
N: -0.061121 -3.420503 -0.329139
C: 0.096479 -3.731303 -1.586839
C: -0.613921 -4.771303 -2.206839
C: -1.519321 -5.488003 -1.471639
C: -1.701721 -5.184103 -0.107139
H: -3.210521 -6.185403 2.778761
H: 0.823779 -3.138703 -2.123539
H: -0.441821 -5.006203 -3.248139
H: -2.076321 -6.307903 -1.909139
S: -0.237521 2.356797 -0.603739
C: -1.675821 3.557497 -1.088939
N: -2.571221 3.032597 -2.025239
C: -2.053521 3.210697 -3.365439
C: -1.695021 4.685197 -3.457539
S: -1.102521 5.124497 -1.781239
H: -2.866521 2.087197 -1.802539
H: -2.819521 2.948897 -4.097339
H: -1.156721 2.601097 -3.537239
H: -2.569021 5.300497 -3.676839
H: -0.904121 4.877097 -4.179339

Forces on the atoms, in the same order (eV/Å):
0.04 0.14 -1.00
0.06 -0.11 -0.04
0.22 0.00 0.00
0.47 0.02 -0.35
0.25 0.24 -0.11
-0.42 -0.43 0.73
0.32 0.41 -0.85
-0.04 -0.16 0.27
-0.24 -0.11 -0.06
-0.20 0.15 -0.54
-0.25 -0.26 0.16
0.06 0.20 0.01
0.06 -0.14 0.25
-0.08 0.10 -0.26
0.32 0.03 0.26
-0.26 -0.18 -0.08
0.30 0.28 -0.14
-0.24 0.27 0.35
0.15 0.35 0.35
-0.35 0.03 -0.38
0.15 0.20 0.60
0.12 -0.40 0.27
0.01 -0.02 -0.04
-0.35 0.62 -0.62
-0.16 -0.46 -0.22
0.04 0.03 0.12
0.06 -0.24 0.14
-0.19 0.47 0.46
0.01 0.02 0.08
0.51 -0.10 -0.57
-0.28 0.03 0.00
-0.08 -0.09 0.00
-0.09 0.05 -0.03
0.04 -0.11 0.00
-0.05 0.02 0.05
0.05 -0.04 0.09
0.13 -0.05 0.13
-0.03 -0.09 0.15
0.09 0.01 0.09
0.09 0.02 0.01
0.03 -0.08 0.03
0.05 -0.21 0.24
-0.11 -0.24 -0.08
-0.27 -0.21 0.41
-0.13 -0.21 -0.59
0.17 0.44 0.84
-0.11 -0.18 -0.28
-0.06 -0.10 0.58
0.06 -0.22 0.22
-0.51 -0.68 -0.06
0.33 0.41 -0.09
0.16 0.05 -0.15
-0.13 -0.15 0.04
0.04 -0.02 -0.08
0.30 0.29 0.04
-0.03 -0.02 -0.03
0.03 0.09 -0.15
0.02 0.04 -0.06
0.00 0.07 -0.02
-0.59 0.52 0.32
0.93 -0.18 0.15
-0.74 -0.18 -0.38
0.10 -0.09 -0.06
0.01 0.23 0.34
0.05 0.03 -0.30
0.11 0.10 0.00
0.08 -0.11 0.00
-0.04 0.03 -0.06
0.03 -0.07 -0.08
-0.04 -0.03 -0.05

Summary:
electronic energy: -4181.38676 hartree
charge: -2
E_HOMO: -1.53 eV
frontier orbital gap: 5.18 eV

=====

This record from the OMol25 dataset describes a molecular structure, C29H20F6N4O4PRbS5Se in a non-equilibrium geometry. The level of theory is wB97M-V/def2-TZVPD.

Cartesian coordinates (Å):
Rb: -0.925065 1.448227 0.882831
S: -6.369340 -0.066314 1.179292
C: -6.013576 1.050848 2.430918
C: -4.751684 1.566441 2.341036
C: -3.982076 1.083395 1.234051
C: -4.691417 0.198265 0.504007
C: -4.261282 -0.543482 -0.671138
C: -5.097881 -1.420846 -1.376816
C: -4.605742 -2.090626 -2.481755
C: -3.289670 -1.886111 -2.868682
C: -2.526025 -1.003483 -2.113842
N: -2.986875 -0.346661 -1.056051
H: -6.772127 1.270496 3.173663
H: -4.373367 2.284951 3.062219
H: -6.120771 -1.565733 -1.052086
H: -5.244583 -2.764659 -3.042814
H: -2.859790 -2.381982 -3.729142
H: -1.491191 -0.809440 -2.377218
F: 1.154161 1.710560 4.785219
C: 1.228991 1.344491 3.499917
F: 2.198405 0.427960 3.393040
F: 0.081069 0.740205 3.176408
S: 1.718984 2.848100 2.454563
O: 1.220740 2.603479 1.130258
O: 3.130094 2.892189 2.664610
N: 1.012533 4.092265 3.130131
S: -0.514589 4.258489 2.755602
O: -1.083906 5.345021 3.488666
O: -1.218109 3.006450 2.726531
C: -0.583308 4.887254 0.955772
F: -1.016165 3.984487 0.067466
F: 0.598970 5.352310 0.548763
F: -1.447058 5.911762 0.916609
Se: 0.375996 -2.629397 1.505632
N: -1.010773 -1.604657 1.793348
C: -1.399492 -1.786537 3.042585
C: -2.479182 -1.096413 3.651572
C: -2.750928 -1.349652 4.960896
C: -1.989521 -2.292064 5.709515
C: -0.946499 -2.977030 5.159570
C: -0.609405 -2.733287 3.802680
N: 0.402950 -3.295850 3.152030
H: -3.051768 -0.386446 3.061501
H: -3.556865 -0.814351 5.446341
H: -2.249528 -2.465205 6.747078
H: -0.367822 -3.690378 5.731711
S: 0.568938 -0.799673 -4.786641
P: 1.713322 -0.442094 -3.220039
S: 0.940133 0.110549 -1.485027
C: 3.017278 0.756896 -3.733962
C: 3.220715 1.942815 -3.042578
C: 4.190037 2.841783 -3.472693
C: 4.960744 2.553758 -4.588767
C: 4.761146 1.364362 -5.280525
C: 3.789275 0.472650 -4.857506
C: 2.783184 -1.904300 -2.869695
C: 2.666174 -3.081599 -3.593776
C: 3.456809 -4.179965 -3.274150
C: 4.368085 -4.100851 -2.232527
C: 4.489508 -2.921458 -1.506167
C: 3.696997 -1.829529 -1.820092
H: 2.616466 2.148588 -2.166338
H: 4.342859 3.768521 -2.932506
H: 5.718012 3.253785 -4.923507
H: 5.360310 1.138545 -6.155478
H: 3.609096 -0.446970 -5.402165
H: 1.945713 -3.121815 -4.402397
H: 3.356350 -5.100925 -3.837243
H: 4.983506 -4.957364 -1.981163
H: 5.195043 -2.859631 -0.685708
H: 3.764783 -0.913123 -1.245838

Forces on the atoms, in the same order (eV/Å):
-2.15 -2.68 -2.46
0.44 0.07 -0.20
-0.17 0.02 0.17
-0.43 -0.22 -0.12
0.79 0.42 0.14
-0.80 0.00 0.53
0.21 -0.13 -0.25
0.02 0.03 0.04
0.04 0.02 0.00
-0.03 -0.02 0.00
-0.06 -0.01 -0.08
0.02 -0.09 -0.06
0.03 -0.01 -0.02
-0.05 0.01 0.01
0.00 0.01 -0.01
-0.02 -0.01 0.03
0.03 0.02 0.01
-0.01 -0.01 -0.03
-0.04 0.01 -0.13
0.35 0.00 0.34
-0.09 0.07 -0.10
0.49 0.10 0.39
0.46 -0.01 0.32
1.19 0.30 0.05
0.04 0.12 0.18
0.07 -0.08 -0.08
-0.44 0.58 0.06
0.20 0.09 0.07
-0.30 0.96 1.01
-0.08 0.45 -0.01
0.15 0.36 0.26
-0.01 -0.10 0.07
0.02 -0.11 0.03
0.27 -0.09 0.05
-0.32 0.27 -0.20
0.40 -0.30 -0.08
-0.42 0.18 0.33
-0.07 0.26 -0.41
0.39 -0.36 0.03
-0.27 0.06 0.51
0.20 0.06 -0.47
-0.18 -0.04 0.08
0.02 -0.01 -0.01
-0.03 -0.03 0.00
0.01 0.00 0.01
0.01 0.01 -0.01
-0.12 -0.09 -0.11
0.27 -0.10 0.01
0.06 0.01 0.04
-0.18 0.00 0.09
0.03 -0.03 0.01
0.04 0.03 -0.03
0.02 0.04 0.02
0.00 -0.04 -0.02
0.04 0.04 0.00
-0.14 0.04 0.01
0.05 0.02 -0.01
0.02 -0.02 0.01
0.03 -0.06 -0.02
0.01 0.04 0.03
0.04 -0.06 -0.04
0.00 -0.01 0.00
-0.01 -0.01 0.01
-0.01 0.00 0.01
0.00 0.00 0.01
0.00 0.01 -0.01
-0.01 0.01 0.01
0.00 0.01 0.00
-0.01 0.00 0.00
0.00 0.01 -0.01
0.00 -0.01 0.03

Summary:
relative energy (zero: lowest compared OMol25 entry of this formula, charge and spin): 16.3 kcal per mole
electronic energy: -6994.18934 hartree
charge: -2
E_HOMO: -1.81 eV
frontier orbital gap: 5.26 eV